Molecular formula: C13H29FNbO6
Method: DFT, ωB97M-V with the def2-TZVPD basis set

The LUMO energy comes out at 0.09838 hartree. Its total energy is -1120.86769 a.u. The HOMO-LUMO gap comes out at 7.08 eV.

```
! RIJCOSX wB97M-V def2-TZVPD def2/J DEFGRID3
* xyz -1 1
C -2.495 -2.910 2.127
C -2.575 -3.860 0.966
O -3.583 -4.375 0.712
O -1.482 -4.169 0.232
C -0.794 -3.028 -0.349
C -1.549 -2.391 -1.493
C -2.549 -1.308 -1.065
Nb -1.594 0.668 -0.486
F 0.266 -0.092 -0.205
H -2.296 -3.504 3.015
H -3.457 -2.456 2.278
H -1.741 -2.140 2.038
H -0.576 -2.328 0.446
H 0.136 -3.429 -0.730
H -0.836 -2.001 -2.216
H -2.105 -3.168 -2.019
H -3.225 -1.611 -0.269
H -3.189 -1.111 -1.925
H -2.148 0.303 1.229
H -0.982 2.352 -0.045
H -1.182 0.959 -2.264
H -3.205 1.473 -0.716
O 0.307 0.665 -5.153
C 1.116 -0.075 -4.670
O 1.739 0.268 -3.528
C 2.586 -0.601 -2.783
C 4.006 -0.590 -3.315
C 1.522 -1.355 -5.369
H 2.166 -1.607 -2.735
H 2.572 -0.212 -1.766
H 4.056 -0.961 -4.340
H 4.653 -1.212 -2.693
H 4.398 0.428 -3.322
H 2.277 -1.124 -6.120
H 0.644 -1.766 -5.863
H 1.902 -2.127 -4.702
O -1.305 1.791 2.815
C -0.474 2.553 3.205
O 0.430 2.138 4.137
C 1.558 2.910 4.527
C 1.206 3.913 5.608
C -0.451 3.990 2.742
H 2.026 3.381 3.660
H 2.281 2.193 4.918
H 0.474 4.640 5.256
H 2.097 4.452 5.937
H 0.767 3.402 6.466
H -1.160 4.565 3.338
H -0.763 4.006 1.699
H 0.529 4.462 2.791
*
```